DFT (the ωB97M-V functional and the def2-TZVPD basis) results for a structure of composition C24H33F6IMgN3O4PSTe.

Element x y z (Å)
Mg 0.329 -0.186 0.439
H 0.056 -4.913 4.649
H 1.248 -7.791 2.871
H -1.153 0.926 4.435
H 2.510 2.492 -1.996
C 1.103 -2.266 1.958
F 0.112 -2.518 -1.152
C -0.013 -2.877 4.067
H 4.074 1.978 -2.650
C 1.108 1.154 -3.983
H 0.038 -0.064 5.292
C 2.199 3.472 1.478
H 2.777 -2.098 -5.618
H -6.627 5.325 -0.979
S 3.704 -0.494 -1.505
O 1.058 1.677 0.361
C 2.561 -2.739 -3.187
H 1.170 1.594 -4.980
I 1.580 3.589 3.535
C 0.292 -1.885 3.097
H 2.507 -2.742 -2.106
H -4.951 1.397 -1.332
H 1.396 -6.776 4.318
O 1.550 -1.384 1.116
H 3.917 1.563 1.725
C -3.856 4.044 0.487
C -0.761 -0.080 4.549
C 1.446 -3.613 1.813
H 2.025 -3.910 0.947
H -4.822 5.961 0.582
H 0.537 0.235 -4.028
C -0.220 -0.570 3.234
Te -1.531 2.679 1.717
H 2.539 -0.355 -5.538
H -0.153 -6.857 3.432
H 0.560 1.847 -3.337
H -1.553 -0.726 4.928
C -5.901 3.321 -1.250
O -0.227 0.267 2.267
H -3.163 0.837 0.675
C -4.923 2.401 -0.919
F -2.009 -0.339 -2.060
H 1.538 4.112 0.911
H -6.697 3.039 -1.928
C 1.042 -4.558 2.731
N 2.476 -1.373 -3.693
H 3.216 3.847 1.452
H -2.190 1.544 -0.607
C -3.895 2.765 -0.052
H 3.497 -3.207 -3.500
C 2.091 2.049 0.992
H 1.152 -1.457 -5.357
C -5.862 4.606 -0.716
C -4.847 4.965 0.154
F -0.560 -1.712 -3.175
H -0.569 -2.599 4.954
C 0.332 -4.182 3.903
F -1.316 -1.133 -0.017
N 2.436 0.927 -3.409
C -2.797 1.781 0.271
H -3.069 4.756 2.396
F 0.207 -0.256 -1.494
N 3.093 1.242 1.248
C 2.817 -0.305 -2.937
H 3.056 0.276 0.923
C 2.210 -1.304 -5.130
C 3.032 2.142 -2.894
O 1.376 -5.822 2.460
C 0.933 -6.863 3.334
H -2.100 5.219 1.004
P -0.982 -1.501 -1.671
H 1.720 -3.308 -3.591
F -2.106 -2.591 -1.665
C -2.722 4.419 1.415
H 2.955 2.910 -3.666

Computed properties:
E_LUMO (spin up / spin down) = -3.00 / -6.08 eV
Total charge = +1
Relative energy (zero: lowest compared OMol25 entry of this formula, charge and spin) = 24.5 kcal per mole
Gap between HOMO and LUMO (spin up / spin down) = 0.2520 / 0.1391 hartree
Highest occupied orbital energy (spin up / spin down) = -9.86 / -9.86 eV
Energy = -95355.3042 eV
2S+1 = 2

Charges computed using Löwdin, reported in e: atom 1 (Mg): 0.5121, atom 2 (H): 0.1066, atom 3 (H): 0.0960, atom 4 (H): 0.0548, atom 5 (H): 0.0723, atom 6 (C): -0.3078, atom 7 (F): -0.0806, atom 8 (C): -0.0107, atom 9 (H): 0.0627, atom 10 (C): -0.0624, atom 11 (H): 0.1082, atom 12 (C): -0.5133, atom 13 (H): 0.0950, atom 14 (H): 0.1129, atom 15 (S): 0.6870, atom 16 (O): -0.1284, atom 17 (C): -0.0874, atom 18 (H): 0.0957, atom 19 (I): 0.8572, atom 20 (C): -0.0890, atom 21 (H): 0.0376, atom 22 (H): 0.1267, atom 23 (H): 0.0976, atom 24 (O): -0.1329, atom 25 (H): 0.1385, atom 26 (C): -0.2866, atom 27 (C): 0.0042, atom 28 (C): 0.0826, atom 29 (H): 0.1414, atom 30 (H): 0.1223, atom 31 (H): 0.0590, atom 32 (C): -0.3235, atom 33 (Te): 1.7300, atom 34 (H): 0.0886, atom 35 (H): 0.0976, atom 36 (H): 0.0896, atom 37 (H): 0.0923, atom 38 (C): -0.0566, atom 39 (O): -0.2220, atom 40 (H): 0.0864, atom 41 (C): -0.0219, atom 42 (F): -0.1147, atom 43 (H): 0.0514, atom 44 (H): 0.1141, atom 45 (C): -0.2595, atom 46 (N): -0.2000, atom 47 (H): 0.0588, atom 48 (H): 0.0671, atom 49 (C): -0.2763, atom 50 (H): 0.0965, atom 51 (C): -0.6219, atom 52 (H): 0.0894, atom 53 (C): -0.0588, atom 54 (C): -0.0305, atom 55 (F): -0.0796, atom 56 (H): 0.1125, atom 57 (C): -0.0070, atom 58 (F): -0.1777, atom 59 (N): -0.2080, atom 60 (C): -0.3361, atom 61 (H): 0.0724, atom 62 (F): -0.1860, atom 63 (N): 0.2317, atom 64 (C): -0.7606, atom 65 (H): 0.0539, atom 66 (C): -0.0419, atom 67 (C): -0.0959, atom 68 (O): -0.0456, atom 69 (C): -0.0505, atom 70 (H): 0.0755, atom 71 (P): 0.2453, atom 72 (H): 0.0927, atom 73 (F): -0.0643, atom 74 (C): -0.3710, atom 75 (H): 0.0924

DFT (the ωB97M-V functional and the def2-TZVPD basis) results for the molecule C3H3BrOS.

Element x y z (Å)
Br 1.617 2.205 0.940
C -0.942 -0.279 -0.629
H -0.619 0.358 -1.476
C -0.183 -0.075 0.594
H -2.082 -0.082 -0.461
H -0.859 -1.409 -1.079
S 2.467 -0.696 0.014
C 1.209 0.204 0.369
O -0.608 -0.226 1.729

Computed properties:
E_LUMO = -1.30 eV
Total charge = 0
Relative energy (zero: lowest compared OMol25 entry of this formula, charge and spin) = 10.1 kcal per mole
Gap between HOMO and LUMO = 0.3050 hartree
Highest occupied orbital energy = -9.60 eV
SMILES = CC(=O)C(=S)Br
Energy = -86083.0896 eV

Charges computed using Löwdin, reported in e: atom 1 (Br): 0.4993, atom 2 (C): -0.0457, atom 3 (H): 0.0878, atom 4 (C): -0.6680, atom 5 (H): 0.1263, atom 6 (H): 0.1576, atom 7 (S): 0.7719, atom 8 (C): -1.0257, atom 9 (O): 0.0965

DFT (the ωB97M-V functional and the def2-TZVPD basis) results for a cluster of 10 separate species, C48H106N6O12 in total.

Element x y z (Å)
H 18.268 19.648 14.527
H 14.429 15.452 12.948
H 9.819 7.929 19.727
H 11.490 16.206 14.081
H 19.141 14.279 12.675
H 16.902 17.078 15.565
C 16.556 11.586 16.647
H 16.915 18.783 16.192
O 14.880 15.928 19.786
C 18.078 9.151 10.152
H 12.893 15.469 19.979
H 18.775 11.706 16.801
H 10.074 12.876 15.020
C 13.523 16.239 19.512
H 21.504 14.948 12.585
H 13.252 14.324 15.851
O 14.568 15.346 17.636
H 11.721 15.829 9.056
H 11.315 15.450 10.687
H 18.741 18.013 13.989
C 19.237 16.516 16.286
H 19.327 16.306 10.428
H 13.209 12.144 16.102
C 17.344 15.238 22.016
H 21.234 13.288 24.403
C 8.767 14.068 16.079
N 21.901 14.856 21.431
H 11.556 8.820 21.162
C 10.595 8.566 19.274
H 18.772 15.752 16.901
H 18.167 10.132 9.610
H 13.256 16.226 14.167
H 11.613 11.418 15.722
O 21.148 8.519 11.445
H 12.353 10.913 19.979
H 16.115 14.129 23.380
H 21.992 12.750 22.144
H 22.677 14.146 11.593
O 15.842 13.556 21.409
H 16.172 15.337 12.480
C 17.079 13.287 20.966
H 12.674 16.523 10.438
H 17.964 15.687 22.782
H 20.510 14.099 18.331
O 16.587 14.948 18.609
H 23.370 17.069 20.760
H 15.050 13.095 12.350
H 15.427 10.826 19.679
C 10.033 13.924 15.246
H 19.122 19.912 18.755
C 20.775 16.474 16.542
H 19.251 17.435 18.536
C 15.419 15.319 18.682
H 21.247 15.492 16.290
N 13.357 13.722 11.178
H 22.493 12.180 10.252
N 20.581 13.967 11.077
H 22.570 14.261 24.059
H 10.781 12.757 10.684
C 12.955 14.388 9.901
N 18.660 17.794 16.601
H 14.414 10.659 18.248
O 16.418 11.147 15.270
H 12.930 11.671 10.378
H 15.716 12.212 16.906
C 14.186 8.188 19.588
H 7.825 13.942 15.502
H 20.904 12.988 19.646
N 13.058 9.050 19.624
H 19.155 16.289 15.245
C 19.354 14.537 11.634
H 21.819 11.947 12.715
H 18.534 16.548 11.907
H 10.961 11.414 11.804
O 17.982 12.765 15.324
H 15.029 8.664 19.052
C 19.354 16.016 11.459
C 18.393 17.867 18.009
N 11.228 14.255 16.131
H 15.191 15.261 22.408
H 18.531 14.028 11.115
C 17.873 12.331 16.652
H 13.897 14.598 9.347
H 15.728 7.150 20.697
H 10.105 9.599 19.293
C 12.149 15.671 10.072
H 13.412 11.907 12.060
H 17.866 13.128 17.323
H 15.519 13.649 10.752
C 21.685 12.955 13.131
O 17.342 11.953 13.364
C 21.673 12.297 9.568
H 14.995 16.054 11.368
H 16.532 10.718 17.308
H 17.313 8.665 9.658
C 14.439 11.007 19.282
O 18.002 14.181 21.331
H 17.659 19.350 19.469
H 23.872 14.121 20.795
C 17.820 9.366 11.643
C 11.281 12.388 11.617
H 17.445 10.350 11.913
H 17.117 8.599 12.035
H 8.779 13.401 16.906
C 19.974 8.708 11.240
H 14.268 12.061 19.225
H 10.663 12.759 17.605
H 17.594 19.913 17.905
H 12.441 14.038 14.287
H 12.190 13.548 17.858
H 12.379 16.690 15.668
C 12.220 11.906 16.437
H 22.246 13.917 18.776
C 11.570 13.148 17.063
H 13.299 17.159 19.953
H 12.494 13.617 9.300
H 13.975 7.341 18.915
O 19.333 8.498 10.074
H 20.777 12.908 13.711
H 21.071 15.013 24.038
C 17.241 11.931 14.562
H 17.432 17.326 18.271
C 17.466 18.012 15.723
C 21.194 13.870 19.156
C 18.219 19.325 18.531
H 20.418 13.514 21.975
H 23.770 14.938 22.339
C 21.154 15.030 20.167
C 23.763 16.094 20.451
C 14.813 7.724 20.892
C 21.575 14.092 23.740
C 13.483 16.222 17.975
H 15.100 8.583 21.514
C 12.856 12.359 11.281
H 12.083 7.393 20.298
H 21.943 13.049 8.819
C 21.458 13.732 22.259
H 13.786 17.181 17.550
C 21.698 14.033 12.063
H 12.362 11.214 17.251
C 15.117 15.238 12.127
H 20.123 15.219 20.479
H 24.839 16.190 20.527
H 9.967 14.554 14.318
H 21.405 17.132 15.895
H 17.205 18.653 13.561
H 19.563 12.655 9.811
C 20.474 12.612 10.408
C 23.325 14.951 21.322
H 14.205 7.165 21.538
C 14.808 13.885 11.573
H 13.660 10.518 21.090
O 19.168 9.211 12.126
C 12.396 14.582 15.237
C 13.313 10.416 20.063
H 11.030 13.007 12.445
C 12.361 16.040 14.768
H 20.279 16.405 11.906
H 17.137 15.985 21.209
C 16.053 14.624 22.413
H 23.559 16.009 19.425
H 8.778 15.115 16.438
H 10.850 8.111 18.307
C 17.923 18.603 14.378
H 21.620 11.292 9.042
C 11.826 8.428 20.198
H 21.564 15.910 19.626
H 21.026 16.716 17.556
O 17.350 12.309 20.336
H 20.343 11.811 11.134
H 12.537 15.895 17.602
H 22.480 13.058 13.850

Computed properties:
E_LUMO = 0.15 eV
Total charge = 0
Gap between HOMO and LUMO = 0.2943 hartree
Highest occupied orbital energy = -7.86 eV
SMILES = CCN(CC)CC.CCN(CC)CC.CCN(CC)CC.CCN(CC)CC.CCN(CC)CC.CCN(CC)CC.O=C1OCCO1.O=C1OCCO1.O=C1OCCO1.O=C1OCCO1
Energy = -85001.9186 eV

Löwdin atomic charge list, values in e, 99 entries: atom 1 (H): 0.0836, atom 2 (H): 0.0358, atom 3 (H): 0.0613, atom 4 (H): 0.0857, atom 5 (H): 0.1008, atom 6 (H): 0.1180, atom 7 (C): -0.0842, atom 8 (H): 0.0807, atom 9 (O): 0.0310, atom 10 (C): -0.1239, atom 11 (H): 0.1401, atom 12 (H): 0.1533, atom 13 (H): 0.0859, atom 14 (C): -0.0901, atom 15 (H): 0.0804, atom 16 (H): 0.0865, atom 17 (O): 0.0485, atom 18 (H): 0.0838, atom 19 (H): 0.0462, atom 20 (H): 0.0433, atom 21 (C): -0.2524, atom 22 (H): 0.0688, atom 23 (H): 0.0551, atom 24 (C): -0.1198, atom 25 (H): 0.0728, atom 26 (C): -0.1012, atom 27 (N): -0.1800, atom 28 (H): 0.1033, atom 29 (C): -0.0924, atom 30 (H): 0.1000, atom 31 (H): 0.1400, atom 32 (H): 0.0452, atom 33 (H): 0.0621, atom 34 (O): 0.1348, atom 35 (H): 0.1099, atom 36 (H): 0.1334, atom 37 (H): 0.1263, atom 38 (H): 0.1118, atom 39 (O): 0.0614, atom 40 (H): 0.0763, atom 41 (C): -0.6180, atom 42 (H): 0.0541, atom 43 (H): 0.1393, atom 44 (H): 0.0574, atom 45 (O): 0.1199, atom 46 (H): 0.0872, atom 47 (H): 0.1088, atom 48 (H): 0.0654, atom 49 (C): -0.2402, atom 50 (H): 0.0743, atom 51 (C): -0.0727, atom 52 (H): 0.1063, atom 53 (C): -0.5005, atom 54 (H): 0.0747, atom 55 (N): -0.1801, atom 56 (H): 0.0537, atom 57 (N): -0.1536, atom 58 (H): 0.0400, atom 59 (H): 0.0772, atom 60 (C): -0.2450, atom 61 (N): -0.1872, atom 62 (H): 0.0616, atom 63 (O): 0.0860, atom 64 (H): 0.1213, atom 65 (H): 0.1121, atom 66 (C): -0.2891, atom 67 (H): 0.0825, atom 68 (H): 0.0477, atom 69 (N): -0.1875, atom 70 (H): 0.0952, atom 71 (C): -0.2815, atom 72 (H): 0.0699, atom 73 (H): 0.0460, atom 74 (H): 0.0348, atom 75 (O): 0.0604, atom 76 (H): 0.1036, atom 77 (C): -0.0892, atom 78 (C): -0.2427, atom 79 (N): -0.1542, atom 80 (H): 0.1198, atom 81 (H): 0.1067, atom 82 (C): -0.1189, atom 83 (H): 0.1153, atom 84 (H): 0.0805, atom 85 (H): 0.0850, atom 86 (C): -0.0765, atom 87 (H): 0.0770, atom 88 (H): 0.0878, atom 89 (H): 0.1121, atom 90 (C): -0.0809, atom 91 (O): 0.1164, atom 92 (C): -0.0954, atom 93 (H): 0.0844, atom 94 (H): 0.1290, atom 95 (H): 0.0991, atom 96 (C): -0.1140, atom 97 (O): 0.0423, atom 98 (H): 0.0602, atom 99 (H): 0.1219

Question: Among the records above, which one has the highest energy?
Answer: C48H106N6O12

Question: Which value of total charge does entry 1 give?
Answer: +1